Entry 1:
{"formula": "C7H10", "method": "ωB97M-V with the def2-TZVPD basis set", "orbital_gap_ev": 9.99, "smiles": "C#C/C=C\\C.C=C", "homo_energy_ev": -8.8968, "elements": ["C", "C", "C", "C", "C", "H", "H", "H", "H", "H", "H", "C", "C", "H", "H", "H", "H"], "xyz": [[-0.93537, -1.21754, 2.23259], [-0.23285, -0.31805, 1.83842], [0.58030, 0.76319, 1.36655], [1.45742, 0.65011, 0.36196], [1.76371, -0.60169, -0.39783], [-1.53638, -2.01991, 2.60066], [0.42782, 1.72848, 1.84441], [1.99369, 1.54818, 0.05895], [1.73100, -0.40825, -1.47571], [2.77126, -0.96158, -0.15401], [1.04829, -1.39461, -0.16246], [-1.11433, 1.01496, -1.36255], [-1.58246, -0.22463, -1.22336], [-1.29782, 1.77059, -0.60496], [-1.42928, 1.08136, -2.39299], [-2.26530, -0.51771, -0.44846], [-1.36539, -0.93028, -2.02449]], "nbo_charge": [-0.251, -0.019, -0.323, -0.087, -0.665, 0.239, 0.228, 0.202, 0.226, 0.224, 0.227, -0.484, -0.320, 0.198, 0.233, 0.192, 0.179]}

Entry 2:
{"formula": "C34H67NO12Rb2", "method": "ωB97M-V with the def2-TZVPD basis set", "orbital_gap_ev": 2.51, "homo_energy_ev": -4.5035, "elements": ["Rb", "Rb", "O", "C", "O", "O", "H", "C", "C", "C", "C", "C", "C", "N", "O", "C", "C", "C", "H", "H", "H", "H", "H", "H", "H", "H", "H", "H", "H", "H", "H", "H", "H", "H", "H", "H", "C", "C", "O", "C", "H", "H", "H", "H", "H", "H", "C", "C", "O", "C", "H", "H", "H", "H", "H", "H", "C", "C", "O", "C", "H", "H", "H", "H", "H", "H", "C", "C", "O", "C", "H", "H", "H", "H", "H", "H", "C", "C", "O", "C", "H", "H", "H", "H", "H", "H", "C", "C", "O", "C", "H", "H", "H", "H", "H", "H", "C", "C", "O", "C", "H", "H", "H", "H", "H", "H", "C", "C", "O", "C", "H", "H", "H", "H", "H", "H"], "xyz": [[-3.79439, -7.38160, -1.59543], [-1.05295, -4.52107, -5.94578], [2.73344, -8.99180, -1.68614], [1.54198, -8.42240, -1.83952], [1.16864, -7.92366, -2.94152], [0.87878, -8.41185, -0.73262], [2.43334, -9.20456, -0.79942], [-3.77550, 0.95014, -1.00700], [-2.43226, 0.19544, -1.29077], [-1.37295, 1.17408, -0.81976], [-1.21348, 1.18686, 0.68363], [-1.07415, -0.19111, 1.31745], [-2.13322, -1.23359, 0.86059], [-2.36693, -1.12887, -0.60617], [-3.30087, -2.05505, -1.20201], [-3.37835, -1.02142, 1.69956], [-1.55209, -2.64227, 1.21846], [-2.07081, 0.09461, -2.80105], [-3.98526, 1.26033, 0.01666], [-4.60031, 0.33055, -1.35901], [-3.78793, 1.89771, -1.54556], [-1.69052, 2.16499, -1.14432], [-0.39169, 1.08533, -1.28597], [-1.99336, 1.75983, 1.18523], [-0.22083, 1.54059, 0.96223], [-1.22486, -0.05261, 2.38806], [-0.03792, -0.52674, 1.27626], [-4.25198, -1.30899, 1.11460], [-3.61854, 0.03768, 1.79288], [-3.38826, -1.64916, 2.59060], [-1.19635, -2.70572, 2.24681], [-0.69976, -2.83951, 0.56830], [-2.35970, -3.37001, 1.13927], [-2.87294, -0.49932, -3.23916], [-1.13092, -0.40284, -3.04032], [-1.98227, 0.98907, -3.41766], [-5.02173, -1.18968, 8.54053], [-5.78513, 0.00265, 9.18084], [-6.93694, -0.16761, 9.62036], [-5.16168, 1.36626, 9.12409], [-4.84201, -1.89412, 9.35267], [-4.10075, -0.81795, 8.09141], [-5.67142, -1.75896, 7.87576], [-5.01033, 1.67941, 10.15711], [-5.64617, 2.12196, 8.50578], [-4.16614, 1.20510, 8.71055], [-1.69817, -8.88447, 5.32661], [-1.77581, -8.62760, 6.81278], [-0.71697, -8.44926, 7.40635], [-3.16125, -8.45726, 7.42864], [-2.65389, -8.52090, 4.94909], [-1.70636, -9.93531, 5.03722], [-0.92160, -8.26022, 4.88462], [-3.78564, -9.23702, 6.99254], [-3.65064, -7.50696, 7.21522], [-3.16951, -8.59185, 8.51027], [3.89068, -2.53560, 5.62948], [5.20723, -2.77978, 6.37160], [5.21740, -3.16323, 7.51279], [6.54467, -2.61301, 5.57276], [3.23424, -2.07384, 6.36701], [3.48679, -3.51547, 5.37484], [3.97064, -1.83418, 4.79898], [6.74782, -3.51938, 5.00241], [7.43485, -2.57043, 6.20036], [6.45827, -1.73568, 4.93172], [-4.94656, 5.06942, -7.15754], [-6.07656, 4.04720, -7.59107], [-7.24034, 4.38902, -7.33668], [-5.88810, 2.62835, -8.15208], [-3.99059, 4.63296, -7.44690], [-5.06158, 5.12376, -6.07498], [-5.04915, 6.06417, -7.59118], [-6.59752, 1.89171, -7.77501], [-4.92726, 2.17062, -7.91678], [-6.02293, 2.66609, -9.23305], [2.20628, 1.46229, -9.38673], [2.54030, 0.01127, -9.39393], [1.77162, -0.79000, -8.89037], [3.65659, -0.46712, -10.28280], [2.06920, 1.90129, -8.39852], [1.26981, 1.60890, -9.92491], [2.95816, 2.06327, -9.89821], [4.53614, 0.13693, -10.50554], [3.32543, -0.56044, -11.31708], [3.85856, -1.49123, -9.96892], [3.75949, -1.58643, -2.49759], [4.74469, -1.12294, -1.39234], [5.26894, 0.01523, -1.48791], [4.99793, -2.14543, -0.38281], [2.75179, -1.34364, -2.16043], [3.80715, -2.65378, -2.71345], [3.76349, -1.05529, -3.44942], [5.34777, -1.67709, 0.53716], [5.82446, -2.73380, -0.78129], [4.18527, -2.82364, -0.12262], [-0.09797, 7.81522, -0.61042], [0.20118, 8.69202, -1.83486], [0.00836, 8.20090, -2.91461], [0.50979, 10.14844, -1.61610], [-0.00101, 8.43607, 0.28023], [0.72638, 7.10212, -0.61676], [-1.11439, 7.43965, -0.72858], [-0.41286, 10.61536, -1.27142], [0.76489, 10.67650, -2.53488], [1.25164, 10.31410, -0.83486], [5.99734, 7.09544, 0.43809], [5.95456, 5.64667, 0.84131], [4.89831, 5.04128, 1.07539], [7.27107, 4.94578, 0.91314], [6.63648, 7.11505, -0.44466], [6.25609, 7.81645, 1.21352], [4.93520, 7.20959, 0.22143], [7.80842, 5.29100, 1.79643], [7.93325, 5.18792, 0.08188], [7.21548, 3.86012, 0.99290]], "lowdin_charge": [0.831, 0.818, 0.068, -0.856, -0.103, -0.130, 0.072, -0.035, -0.487, -0.186, -0.188, -0.155, -0.508, -0.160, -0.309, -0.059, -0.051, -0.061, 0.063, 0.072, 0.070, 0.109, 0.112, 0.104, 0.105, 0.110, 0.108, 0.072, 0.065, 0.077, 0.071, 0.077, 0.063, 0.057, 0.068, 0.073, -0.018, -0.451, 0.023, -0.028, 0.081, 0.066, 0.081, 0.089, 0.092, 0.063, -0.030, -0.473, 0.053, -0.028, 0.065, 0.088, 0.090, 0.075, 0.085, 0.080, -0.022, -0.473, 0.061, -0.022, 0.080, 0.088, 0.072, 0.077, 0.072, 0.067, -0.011, -0.412, 0.017, -0.031, 0.061, 0.080, 0.075, 0.077, 0.066, 0.079, -0.025, -0.495, 0.043, -0.027, 0.090, 0.092, 0.077, 0.082, 0.089, 0.084, -0.030, -0.459, 0.027, -0.038, 0.079, 0.074, 0.072, 0.087, 0.102, 0.093, -0.017, -0.509, 0.063, -0.029, 0.067, 0.087, 0.088, 0.088, 0.081, 0.080, -0.023, -0.491, 0.046, -0.036, 0.083, 0.089, 0.080, 0.088, 0.079, 0.085]}

Entry 3:
{"formula": "C16H26MoN3OP", "method": "ωB97M-V with the def2-TZVPD basis set", "orbital_gap_ev": [7.14, 5.40], "charge": 3, "s2": 3.790, "homo_energy_ev": [-19.2184, -19.2777], "spin_multiplicity": 4, "elements": ["C", "C", "N", "C", "C", "C", "C", "C", "P", "H", "H", "H", "C", "C", "H", "H", "H", "C", "C", "H", "H", "H", "H", "H", "H", "H", "H", "H", "H", "H", "H", "Mo", "H", "O", "H", "H", "N", "C", "C", "C", "N", "C", "C", "H", "H", "H", "H", "H"], "xyz": [[-0.66303, 2.34691, -1.75096], [-0.20415, 1.28742, -2.67924], [-0.06610, 0.07212, -2.09146], [0.11699, -1.04828, -2.82802], [0.18199, -0.91910, -4.21769], [0.03031, 0.33205, -4.83423], [-0.15546, 1.46589, -4.05292], [0.32138, -2.35219, -2.08466], [0.32981, -2.17142, -0.20328], [-0.27172, 2.48555, -4.41742], [0.22793, -1.84083, -4.80651], [0.10553, 0.42765, -5.91520], [1.49189, 2.53375, -0.51616], [-0.63357, 2.85041, 0.64653], [1.25064, -2.87091, -2.36687], [-1.74236, 2.09812, -1.52836], [-0.53139, 3.39469, -2.08042], [1.87072, -3.00318, 0.29060], [-1.04815, -3.30190, 0.30609], [1.94437, -3.04774, 1.38370], [1.92452, -4.01668, -0.14156], [2.74676, -2.44030, -0.06519], [-1.11612, -3.29177, 1.41522], [-1.97391, -2.88455, -0.14590], [-0.84974, -4.32936, -0.06574], [-0.66055, 3.92489, 0.42727], [-1.67229, 2.47479, 0.68641], [-0.12931, 2.64943, 1.59825], [1.58235, 3.59544, -0.82662], [1.93180, 2.39919, 0.48757], [2.02715, 1.88764, -1.22940], [-0.39552, 0.05773, 0.04574], [1.24786, -0.29469, 0.09190], [-2.56891, 1.21550, -0.32332], [-0.45344, -3.05564, -2.28967], [-3.38961, 0.70480, -0.51204], [0.04688, 2.14702, -0.44425], [-0.10497, -0.04903, 5.01435], [1.00761, 0.45505, 4.34456], [1.02826, 0.45488, 2.95084], [-0.04419, 0.03142, 2.23089], [-1.15428, -0.39393, 2.87786], [-1.19525, -0.47265, 4.26476], [-0.13339, -0.10648, 6.09733], [1.86169, 0.85066, 4.88237], [1.90022, 0.78020, 2.37981], [-1.97415, -0.66160, 2.20323], [-2.10260, -0.86239, 4.71210]], "nbo_charge": [-0.239, 0.201, -0.515, 0.264, -0.196, -0.067, -0.182, -0.729, 1.155, 0.272, 0.272, 0.280, -0.422, -0.467, 0.299, 0.268, 0.280, -0.941, -0.926, 0.281, 0.295, 0.282, 0.275, 0.253, 0.310, 0.266, 0.251, 0.240, 0.246, 0.232, 0.236, 0.988, 0.010, -0.509, 0.284, 0.506, -0.393, -0.079, -0.186, 0.047, -0.536, 0.040, -0.204, 0.278, 0.275, 0.230, 0.198, 0.274]}

Entry 4:
{"formula": "H4N4O2", "method": "ωB97M-V with the def2-TZVPD basis set", "orbital_gap_ev": 10.12, "smiles": "[H]/N=N\\N.O=NO", "homo_energy_ev": -9.3450, "elements": ["H", "N", "N", "N", "H", "H", "O", "N", "O", "H"], "xyz": [[-1.36030, 0.74959, -0.51011], [-0.39366, 1.01099, -0.44791], [0.44989, 0.26903, -0.00232], [0.32221, -0.93558, 0.48050], [1.19258, -1.16037, 0.97538], [-0.58485, -1.48239, 0.68439], [3.86248, -1.11241, -0.28673], [3.13185, -0.21214, -0.46792], [2.95348, 0.74982, 0.46333], [2.28413, 1.35404, -0.06362]], "nbo_charge": [0.285, -0.428, 0.011, -0.625, 0.397, 0.365, -0.304, 0.314, -0.533, 0.519]}

Number 1: energy -7416.35685 eV, molar mass 94.16 g/mol. Number 2: energy -63706.45078 eV, molar mass 852.84 g/mol. Number 3: energy -34645.73421 eV, molar mass 403.32 g/mol. Number 4: energy -10114.80145 eV, molar mass 92.06 g/mol.